120
Properties=species:S:1:pos:R:3:forces:R:3:mulliken_spin:R:1 method="wB97M-V/def2-TZVPD" homo_lumo_gap_ev="9.226 / 2.193" spin_multiplicity=2 charge=+1 e_homo_ev="-12.7 / -12.7" s_squared=0.757
H -1.118456 0.151976 0.157114 1.5 -0.1 0.7 0.00
H -0.392140 1.389322 1.094243 -1.0 -1.3 -2.3 0.00
O -1.108468 1.054026 0.478624 -0.3 2.0 0.3 0.00
H -0.029080 -4.676593 1.383399 -0.4 1.1 0.3 0.00
H 0.302909 -5.990960 0.997496 0.8 -1.6 -0.3 -0.01
O -0.493416 -5.501634 1.178116 -0.6 0.6 0.5 0.50
H 1.788019 5.607217 -1.512214 -1.0 2.1 0.8 0.00
H 2.544508 4.411944 -1.263649 4.3 -3.2 5.2 0.00
O 2.035063 4.785007 -1.849028 -3.0 0.8 -5.9 0.00
H 4.361899 3.128909 -2.441669 0.5 -1.3 -0.4 0.00
H 3.543510 1.920496 -2.784947 0.0 0.0 -0.2 0.00
O 4.447629 2.136557 -2.510495 -1.0 1.4 -0.1 0.00
H 0.547762 -2.489165 5.889410 2.2 0.4 1.7 0.00
H -0.830658 -1.909484 5.593500 -0.8 0.9 1.0 0.00
O -0.191045 -2.549664 5.347289 -1.5 -1.4 -2.5 0.00
H 2.753722 -0.898851 -2.471562 0.2 -0.4 -0.8 0.00
O 2.659462 -0.463898 -1.631565 -0.1 1.3 0.0 0.00
H -5.653304 -2.739043 -0.429299 -1.4 1.9 0.0 0.00
O -6.056449 -1.912098 -0.838402 0.5 -0.5 0.1 0.00
H 0.471566 -1.963738 0.189055 -2.5 2.3 0.7 0.00
H -0.961476 -1.712016 -0.207864 -3.0 -1.8 -3.4 0.00
O -0.388997 -1.401426 0.410152 5.6 -1.4 1.9 0.00
H -4.291874 1.705660 1.399459 -1.3 0.6 0.7 0.00
H -5.626477 1.414067 2.063306 -2.2 -1.4 -0.3 0.00
O -4.915564 1.986958 2.182134 2.5 1.1 -0.7 0.00
H -3.595922 -0.990811 -1.740339 0.9 0.1 -1.9 0.00
H -2.916237 0.206858 -1.726381 0.2 0.1 -0.9 0.00
O -2.924898 -0.532990 -2.363073 -1.6 -0.7 2.8 0.00
H 4.194787 -2.560885 -4.221715 0.9 -0.1 0.3 0.00
H 3.810543 -1.437374 -5.239379 -0.7 -2.4 1.6 0.00
O 3.469175 -2.261625 -4.742958 -1.7 1.0 -1.9 0.00
H -0.702692 -3.402754 -3.660268 1.7 4.2 -0.6 0.00
O -0.317845 -2.375681 -3.760176 -1.4 -4.6 1.6 0.00
H 3.433980 1.911956 5.209801 0.2 2.1 -2.3 0.00
H 3.969405 0.392858 5.357015 -1.2 2.7 0.7 0.00
O 3.501408 1.202810 5.776947 1.0 -4.7 1.6 0.00
H -0.305837 5.762714 0.905370 -1.1 0.7 1.7 0.00
H -1.439242 6.226766 2.006654 -0.1 -0.2 -0.6 0.00
O -0.503019 6.104454 1.833619 1.2 -0.8 -1.2 0.00
H 5.424158 2.131664 0.630003 0.2 2.7 -1.7 0.00
H 4.573249 2.673408 -0.636980 3.5 0.6 2.1 0.00
O 5.479403 2.891849 -0.082578 -3.7 -2.7 0.3 0.00
H -3.615133 -4.252351 -0.803341 0.4 0.3 0.7 0.00
H -4.175962 -4.604737 -2.068705 -0.2 0.3 -2.7 0.00
O -4.238842 -4.863483 -1.186298 -0.4 -0.6 2.0 0.00
H 0.150753 1.615711 2.239155 2.0 3.3 1.0 0.00
H 0.020283 3.285332 2.300867 1.2 -1.9 -0.1 0.00
O 0.664579 2.518880 2.077922 -2.6 -1.3 0.1 0.00
H 4.971279 0.462900 -4.587081 0.1 -3.0 0.0 0.00
H 5.278374 -0.295584 -3.381883 -0.4 -1.3 -1.6 0.00
O 5.009574 -0.559060 -4.331174 1.7 6.0 2.1 0.00
H -3.801779 1.373905 3.082012 -0.7 -0.8 -0.4 0.00
O -2.922085 1.222930 3.491185 0.6 0.9 0.5 0.00
H 3.338756 4.210312 2.220691 0.3 -0.7 -0.9 0.00
H 4.271816 5.279548 1.366931 -0.7 -1.2 0.6 0.00
O 3.725952 5.071097 2.152061 0.4 1.8 0.2 0.00
H 1.499922 -5.006492 -1.049391 7.6 -6.0 -6.8 0.00
O 0.979870 -4.542481 -0.612792 -7.0 3.7 8.3 0.04
H 6.901041 0.864508 -0.553016 0.9 0.7 -0.7 0.00
H 5.617123 0.624259 0.086423 -0.4 -0.8 0.2 0.00
O 6.502455 0.255399 0.045882 -0.3 -0.7 0.3 0.00
H -3.303664 1.542575 -0.502883 -0.2 0.9 0.5 0.00
H -3.114152 0.337377 0.517450 -1.8 1.4 -0.7 0.00
O -3.787188 0.987304 0.123748 1.1 -1.4 0.0 0.00
H -1.026536 -3.078310 2.873354 -1.8 0.4 -0.8 -0.01
H 0.095784 -3.564927 3.731802 0.0 -0.2 -1.0 -0.01
O -0.169226 -3.466112 2.759066 1.3 -1.6 1.3 0.32
H 1.067955 -1.702452 3.400912 -7.1 4.3 1.0 -0.01
H 1.722531 -2.620827 2.552415 0.2 -1.0 -1.7 0.00
O 1.837758 -2.046721 3.273031 8.0 -2.8 0.4 0.13
H -3.489463 -1.459486 4.154109 -0.2 -0.4 0.2 0.00
H -4.864928 -1.315952 3.728369 -1.6 1.2 -0.5 0.00
O -4.286259 -1.997512 3.994604 1.6 -0.5 0.7 0.00
H 0.373893 1.387686 -1.754424 1.6 0.0 -1.1 0.00
H 0.817894 2.745836 -1.962549 0.9 0.3 -0.6 0.00
O 1.093533 1.860551 -2.280995 -2.1 -0.1 1.7 0.00
H -3.927784 -4.480832 2.030156 -0.3 -2.2 -0.2 0.00
H -4.184500 -3.132900 2.456918 1.2 0.2 -0.7 0.00
O -3.565938 -3.639629 1.854856 -0.5 1.3 0.9 0.01
H 5.085187 -3.116084 1.202747 0.9 0.2 1.1 0.00
H 5.105853 -3.389439 -0.284402 -0.2 0.2 0.3 0.00
O 4.514296 -3.233614 0.468219 -0.8 -0.4 -1.3 0.00
H -2.951157 3.113735 -2.252532 1.2 -2.4 1.1 0.00
H -2.165914 1.681426 -1.739227 0.2 0.4 -1.6 0.00
O -2.464398 2.566743 -1.537442 -1.1 2.2 -0.7 0.00
H -1.230766 -4.056172 -0.245125 -1.8 1.8 -1.3 0.00
H -1.634494 -4.344500 -1.604165 -0.9 1.9 0.2 0.00
O -1.768162 -3.556183 -0.981399 2.6 -3.5 1.2 0.00
H -0.590681 -1.660463 3.729015 -1.1 3.7 -0.8 0.00
O -0.591886 -0.890647 3.047327 3.8 -6.9 1.2 0.03
H 3.518850 0.116255 -0.253371 -0.3 -0.6 -2.0 0.00
H 3.365370 -0.561121 1.078473 1.2 2.6 -1.0 0.00
O 3.696011 0.316616 0.636371 -0.6 -1.8 3.6 0.00
H -2.864187 2.189045 3.657425 1.0 -0.7 0.5 0.00
H 2.691902 0.505947 -1.845371 -0.7 -1.2 0.2 0.00
H 0.744579 -3.712827 -0.910823 -0.3 2.4 -1.9 0.00
H -6.585322 -1.291700 -0.274766 1.1 -1.6 -0.2 0.00
H 0.585720 -2.453008 -4.055883 0.6 -0.3 -0.3 0.00
H -1.032057 -0.129587 2.919553 -3.6 3.9 0.7 0.00
O -0.540826 4.202953 -0.720202 3.3 0.8 7.8 0.00
H -0.860958 4.023046 -1.495806 -3.0 -1.7 -6.7 0.00
H -0.597736 3.360170 -0.217746 -0.2 0.8 -0.4 0.00
O -0.116712 6.223894 -2.614475 1.3 1.0 -0.8 0.00
H 0.361816 5.923483 -3.412627 -0.7 0.0 0.7 0.00
H -0.878108 5.690985 -2.472203 -0.8 -0.5 -0.1 0.00
O -2.655237 -3.319498 -3.828380 -0.8 3.1 0.4 0.00
H -3.562835 -2.990125 -3.677891 -0.3 -1.2 -0.2 0.00
H -2.334774 -2.353015 -3.799007 0.4 -2.0 -0.1 0.00
O 0.574155 3.647233 4.538384 2.4 7.3 -5.5 0.00
H 0.736319 2.871131 4.856884 1.0 -7.6 3.7 0.00
H 1.455948 3.675101 3.905587 -3.5 0.6 2.2 0.00
O -3.702029 -1.157895 1.325630 2.4 -1.8 -0.6 0.00
H -3.062921 -0.970910 2.070858 -0.8 -0.6 -1.2 0.00
H -3.292078 -1.954834 0.778345 -1.3 2.2 2.1 0.00
O -2.376763 2.283103 -5.085619 -3.1 6.8 1.1 0.00
H -1.978877 3.103369 -5.498758 -0.5 -2.0 0.6 0.00
H -1.908996 1.567274 -5.270672 3.7 -4.8 -1.6 0.00
O -0.371781 -0.546287 -5.438615 0.7 3.7 -3.3 0.00
H -0.842155 -1.110644 -4.926562 -2.3 -2.6 2.3 0.00
H 0.509054 -0.706001 -5.179300 1.6 0.0 0.2 0.00

=====

10
Properties=species:S:1:pos:R:3:forces:R:3:nbo_charge:R:1 method="wB97M-V/def2-TZVPD" homo_lumo_gap_ev="7.457 / 6.974" e_homo_ev="-9.3 / -8.7"
C 0.341726 -0.957579 0.226158 0.5 -2.1 -0.2 -0.02
C -0.655234 1.128579 0.664670 -0.1 4.2 1.0 -0.36
C 0.672340 -1.126471 -1.118337 -0.2 0.8 -0.4 -0.27
N -0.138652 -0.089235 0.992488 -1.4 1.0 1.1 -0.38
S -0.816400 2.297612 2.286334 0.3 -1.2 -1.8 0.01
Br 1.334348 -2.729774 -1.709454 0.2 -0.5 -0.1 0.19
Br 0.584747 0.245989 -2.339642 -0.1 0.4 -0.5 0.16
H 0.487099 -1.843001 0.791390 0.7 -1.3 0.2 0.20
H -0.145224 1.744804 -0.091304 0.6 -0.1 0.5 0.22
H -1.664751 1.329077 0.297696 -0.5 -1.3 0.2 0.25

=====

It is found that the energy above the lowest of the compared OMol25 structures with the same formula, charge and spin values, taken in the order of the records, are 349.3, 67.6 kcal per mole.
It is found that the F_max values, taken in the order of the records, are 11.84, 4.33 eV Å⁻¹.
It is found that the DFT total energy values, taken in the order of the records, are -3056.7457, -5716.9314 a.u..